{"formula": "C32H88N8O8", "method": "wB97M-V/def2-TZVPD", "species": ["O", "O", "O", "O", "O", "O", "O", "O", "N", "N", "N", "N", "N", "N", "N", "N", "C", "C", "C", "C", "C", "C", "C", "C", "C", "C", "C", "C", "C", "C", "C", "C", "C", "C", "C", "C", "C", "C", "C", "C", "C", "C", "C", "C", "C", "C", "C", "C", "H", "H", "H", "H", "H", "H", "H", "H", "H", "H", "H", "H", "H", "H", "H", "H", "H", "H", "H", "H", "H", "H", "H", "H", "H", "H", "H", "H", "H", "H", "H", "H", "H", "H", "H", "H", "H", "H", "H", "H", "H", "H", "H", "H", "H", "H", "H", "H", "H", "H", "H", "H", "H", "H", "H", "H", "H", "H", "H", "H", "H", "H", "H", "H", "H", "H", "H", "H", "H", "H", "H", "H", "H", "H", "H", "H", "H", "H", "H", "H", "H", "H", "H", "H", "H", "H", "H", "H"], "xyz": [[-20.1980, 16.7460, 20.3642], [-15.3571, 22.2715, 19.7818], [-18.7010, 17.4534, 12.3462], [-16.5511, 15.6115, 15.6234], [-13.5770, 12.8216, 16.3675], [-17.5560, 10.6529, 15.9644], [-18.5667, 20.1313, 16.5959], [-11.3378, 18.7051, 19.0081], [-11.3993, 15.9253, 19.8752], [-20.6825, 20.5567, 12.7962], [-11.7685, 12.9752, 19.5740], [-20.3212, 21.9272, 19.2970], [-19.6883, 8.4558, 13.9161], [-18.4808, 24.1711, 19.7520], [-15.2467, 18.1015, 17.9601], [-17.7723, 18.2094, 19.9053], [-17.0424, 23.9145, 19.5083], [-19.0675, 21.2517, 17.2928], [-12.6744, 13.3887, 17.2897], [-17.8010, 17.4613, 13.4465], [-17.0910, 14.3114, 15.6394], [-21.3786, 16.0172, 20.1014], [-16.1872, 10.9752, 16.0445], [-11.8293, 18.9501, 17.6905], [-15.7065, 17.5261, 16.7136], [-17.7534, 20.5293, 15.5127], [-16.6548, 22.6528, 20.2378], [-19.1997, 18.7535, 12.0757], [-17.7871, 16.8147, 20.3524], [-12.7763, 12.5675, 18.5707], [-17.7616, 16.7822, 21.8812], [-12.3374, 18.1779, 19.8687], [-21.1005, 19.9534, 18.1619], [-13.5938, 13.4568, 15.1184], [-19.7941, 8.5046, 16.3204], [-20.3665, 19.1578, 12.9967], [-16.0338, 16.0502, 16.8603], [-19.3601, 9.2850, 15.0915], [-14.7763, 21.2613, 20.5791], [-13.6946, 16.1464, 20.4988], [-19.0442, 16.1385, 19.7814], [-14.7295, 17.7978, 15.5525], [-14.2078, 12.5741, 19.1580], [-16.1504, 25.0990, 19.9150], [-21.5584, 18.2420, 12.6636], [-12.6090, 16.6928, 19.5593], [-17.8846, 9.6519, 15.0493], [-19.8466, 20.7891, 18.5191], [-18.6459, 18.6333, 20.2119], [-19.0963, 15.0861, 20.0930], [-21.4017, 15.7189, 19.0483], [-14.1210, 12.4549, 20.2389], [-14.3596, 18.8188, 15.4653], [-12.6344, 19.6881, 17.7431], [-16.7414, 15.8454, 17.6730], [-16.5940, 26.0894, 19.8180], [-11.1511, 16.1821, 20.8294], [-15.9087, 11.5793, 15.1812], [-19.8858, 10.2433, 15.1239], [-16.9235, 16.2827, 19.9462], [-21.6190, 19.7087, 19.0882], [-16.8398, 23.7305, 18.4501], [-15.1413, 19.1067, 17.8880], [-17.6248, 9.9216, 14.0159], [-11.9423, 12.5362, 20.4676], [-11.9887, 18.2245, 20.9027], [-12.9068, 16.5253, 18.5265], [-17.2680, 21.7738, 20.0123], [-20.0875, 18.9665, 14.0358], [-13.2515, 18.7788, 19.8535], [-21.8045, 20.4856, 17.5190], [-13.7653, 15.0677, 20.3982], [-22.2230, 16.6723, 20.3061], [-13.8489, 17.1508, 15.6192], [-15.1264, 15.5045, 17.1598], [-19.0333, 7.6768, 13.9404], [-17.7540, 15.7576, 22.2589], [-16.9410, 18.1074, 13.2544], [-18.7462, 25.0570, 19.3282], [-19.6130, 22.6752, 19.3409], [-15.2461, 17.5006, 14.6412], [-14.8139, 11.7745, 18.7306], [-17.8576, 14.2796, 14.8642], [-20.5497, 21.6092, 20.2287], [-11.6623, 13.3632, 16.8723], [-18.2944, 17.7760, 14.3727], [-19.5407, 18.7566, 11.0390], [-19.4977, 8.8942, 13.0204], [-15.9082, 11.4746, 16.9702], [-16.6449, 17.9832, 16.3653], [-19.1385, 16.2227, 18.6936], [-14.3251, 14.2684, 15.0108], [-18.3925, 19.4878, 12.1659], [-17.9212, 18.2251, 18.8944], [-15.5932, 10.0538, 16.0747], [-18.2847, 20.9638, 14.6593], [-17.5421, 14.0459, 16.6012], [-10.9881, 19.2969, 17.0976], [-18.6833, 17.1637, 22.3233], [-19.2951, 7.5330, 16.3924], [-15.2673, 20.2868, 20.5005], [-12.2404, 18.0236, 17.2888], [-17.1026, 21.3641, 15.8070], [-22.4964, 18.5570, 13.1269], [-16.3404, 13.5508, 15.4234], [-19.2573, 20.2162, 19.2424], [-21.7561, 18.3920, 11.5945], [-15.8898, 25.0075, 20.9745], [-13.7439, 12.7006, 14.3486], [-12.8781, 14.4353, 17.5545], [-13.4230, 16.4450, 21.5175], [-21.4251, 15.1371, 20.7507], [-10.6138, 16.2824, 19.3356], [-15.2392, 25.0426, 19.3202], [-21.4324, 20.8489, 13.4086], [-17.2851, 8.7527, 15.2764], [-18.1697, 21.7889, 17.6478], [-13.7544, 21.1557, 20.2138], [-14.7731, 13.5062, 19.0626], [-16.7016, 22.8293, 21.3211], [-19.5862, 21.9600, 16.6359], [-20.8578, 8.2824, 16.3741], [-20.9764, 20.7156, 11.8390], [-15.9006, 17.9529, 18.7195], [-16.9058, 17.3819, 22.1837], [-14.7011, 16.5548, 20.3888], [-21.3933, 17.1788, 12.8290], [-11.7761, 13.9992, 19.7224], [-12.4767, 11.5298, 18.4061], [-17.1068, 19.7277, 15.1700], [-12.6531, 13.9756, 14.8873], [-14.7228, 21.5808, 21.6235], [-19.5048, 9.0666, 17.2119], [-17.5913, 16.4000, 13.5461], [-18.4892, 24.4223, 20.7435], [-20.8291, 19.0687, 17.5781]], "forces_ev_per_angstrom": [[0.257, 0.437, -0.099], [-0.092, 0.399, 0.512], [-0.153, 0.853, -0.025], [0.054, 0.088, 0.372], [-0.272, 0.292, 0.066], [-0.520, 0.612, 0.814], [-0.133, -0.383, -0.680], [-0.055, 0.169, 0.227], [0.354, 0.300, -0.147], [0.413, 0.303, 0.138], [-0.023, 1.190, -0.701], [0.137, 0.902, -0.632], [0.109, 0.000, 0.051], [0.790, 0.516, 0.561], [0.427, -0.219, 0.330], [-0.036, 0.273, -0.395], [-0.253, 0.696, -0.453], [1.172, -0.003, 0.953], [0.437, -0.462, 0.669], [-0.976, -0.803, -0.249], [-0.138, -0.240, -0.107], [0.311, 0.206, -0.056], [0.293, -0.846, -0.232], [-0.063, -0.343, 0.844], [-0.484, 0.855, -0.795], [0.431, 0.980, -0.045], [0.510, -0.889, -0.422], [0.032, 0.112, 0.370], [-1.352, 0.003, -0.205], [0.261, -0.243, 1.296], [-0.284, -0.306, -0.336], [-0.383, -0.378, -0.563], [0.650, -0.057, -0.493], [0.475, 0.626, -0.628], [0.617, -0.014, 0.672], [-0.432, -1.214, -0.303], [0.698, -0.155, 0.041], [-0.220, -0.076, -0.269], [0.573, 0.274, -0.191], [-0.073, 0.583, 0.100], [-0.634, -0.479, 1.151], [0.041, -1.031, 0.222], [0.051, -0.003, 0.008], [0.381, -0.546, 0.344], [-0.289, 0.431, -0.682], [-0.383, 0.244, 1.079], [0.651, -0.718, 0.090], [-1.686, -0.086, 0.158], [0.150, -0.048, 0.427], [0.374, -0.172, -0.345], [-0.174, -0.119, 0.024], [-0.097, -0.437, -0.001], [-0.327, 0.152, 0.202], [0.053, 0.132, -0.233], [-0.283, 0.291, -0.033], [-0.252, -0.135, -0.409], [-0.003, -0.288, 0.059], [0.308, -0.027, -0.010], [-0.334, -0.142, -0.514], [0.117, 0.083, 0.038], [-0.017, -0.303, -0.078], [-0.487, -0.039, -0.100], [-0.005, -0.011, -0.155], [-0.022, 0.296, 0.017], [-0.112, -0.146, -0.063], [0.382, 0.084, -0.062], [0.087, 0.110, -0.073], [-0.686, 0.377, 0.036], [0.158, 0.379, 0.039], [-0.105, 0.025, -0.373], [0.149, 0.435, 0.166], [0.108, -0.081, 0.235], [-0.013, -0.038, 0.031], [0.048, 0.002, 0.144], [0.147, -0.131, -0.244], [-0.246, -0.182, 0.024], [0.607, -0.030, -0.074], [0.159, -0.214, -0.046], [0.068, -0.156, -0.340], [-0.479, -0.403, 0.344], [0.137, 0.196, -0.137], [-0.029, 0.033, 0.160], [-0.018, -0.098, 0.038], [0.027, 0.202, 0.077], [0.083, -0.080, 0.098], [0.056, 0.108, -0.006], [-0.063, -0.009, -0.061], [-0.072, 0.391, 0.192], [-0.622, 0.360, -0.104], [-0.200, 0.036, 0.244], [0.341, -0.081, -0.108], [-0.343, -0.295, 0.293], [0.043, 0.093, 0.016], [0.276, 0.028, -0.036], [0.101, -0.035, -0.325], [-0.546, -0.418, -0.016], [-0.085, 0.180, 0.026], [-0.066, 0.074, -0.053], [0.078, 0.493, -0.297], [0.170, 0.048, -0.179], [-0.327, 0.072, -0.008], [0.004, 0.107, -0.338], [0.226, -0.142, 0.321], [0.201, -0.045, 0.447], [0.076, 0.118, 0.006], [0.622, -0.412, -0.912], [0.031, -0.262, -0.061], [0.151, -0.011, -0.031], [-0.181, 0.039, -0.011], [-0.346, 0.091, -0.259], [0.129, -0.456, 0.122], [-0.093, -0.105, -0.124], [-0.122, -0.059, -0.174], [0.139, 0.234, 0.224], [-0.053, 0.011, -0.050], [-0.022, -0.065, -0.035], [-0.191, 0.237, 0.108], [0.021, -0.088, 0.049], [0.247, 0.142, -0.454], [0.282, -0.058, 0.088], [-0.487, -0.283, 0.098], [-0.083, 0.315, -0.296], [-0.078, 0.024, 0.034], [-0.039, 0.036, -0.034], [0.015, -0.228, 0.417], [0.136, 0.187, -0.515], [0.139, 0.051, 0.120], [0.169, -0.608, -0.033], [-0.462, -0.078, -0.654], [-0.217, -0.286, 0.118], [0.242, -0.367, 0.160], [-0.098, -0.120, 0.105], [-0.093, -0.044, 0.048], [0.756, 0.215, 0.274], [-0.445, -0.275, 0.018], [0.022, -0.232, 0.419]], "homo_ev": -8.6, "total_energy_ev": -62907.416, "orbital_gap_ev": 9.18}